Entry 1:
Formula: C20H36GeINO3Ti
Source: OMol25
Level of theory: ωB97M-V/def2-TZVPD

As for the expectation value of S²: 0.76. Its HOMO-LUMO gap (spin up / spin down) is 6.49 / 6.53 eV. As for the spin multiplicity: 2. As for the total charge: -1. The value obtained for the relative energy (zero: lowest compared OMol25 entry of this formula, charge and spin) is 14.6 kJ/mol. The LUMO energy (spin up / spin down) comes out at 2.73 / 2.72 eV.

Geometry as XYZ:
```
63
Properties=species:S:1:pos:R:3:forces:R:3
Ti -0.073 0.411 -0.688 0.0 -0.1 0.0
C -1.615 -1.927 -3.284 0.0 0.0 0.0
C -2.565 -1.849 -2.090 0.0 0.0 -0.1
C -3.002 -3.263 -1.704 0.0 0.0 0.0
C -3.796 -1.018 -2.437 0.0 0.0 0.0
O -1.904 -1.199 -1.004 0.0 0.0 0.0
Ge -1.182 -2.074 0.498 0.0 0.0 0.0
O -0.959 -0.310 1.178 0.1 -0.1 -0.1
C -1.824 0.326 2.119 0.0 0.1 0.0
C -2.912 1.095 1.374 0.0 0.0 0.0
C -0.949 1.249 2.960 0.0 0.0 0.0
C -2.480 -0.713 3.030 0.0 0.0 0.0
O 0.514 -1.724 -0.291 -0.1 0.1 0.0
C 1.667 -2.558 -0.292 0.0 0.0 0.0
C 2.865 -1.692 0.054 0.0 0.0 0.0
C 1.826 -3.140 -1.695 0.0 0.0 0.0
C 1.528 -3.688 0.726 0.0 0.0 0.0
H -2.103 -2.406 -4.136 0.0 0.0 0.0
H -1.305 -0.923 -3.576 0.0 0.0 0.0
H -0.728 -2.505 -3.014 0.0 0.0 0.0
H -3.570 -3.711 -2.521 0.0 0.0 0.0
H -2.139 -3.903 -1.498 0.0 0.0 0.0
H -3.633 -3.243 -0.812 0.0 0.0 0.0
H -4.316 -1.439 -3.301 0.0 0.0 0.0
H -4.483 -1.004 -1.587 0.0 0.0 0.0
H -3.498 0.005 -2.662 0.0 0.0 0.0
H -2.484 1.850 0.714 0.0 0.0 0.0
H -3.487 0.406 0.751 0.0 0.0 0.0
H -3.585 1.589 2.078 0.0 0.0 0.0
H -0.349 1.894 2.319 0.0 0.0 0.0
H -1.559 1.869 3.621 0.0 0.0 0.0
H -0.265 0.652 3.566 0.0 0.0 0.0
H -3.165 -1.355 2.472 0.0 0.0 0.0
H -1.721 -1.343 3.500 0.0 0.0 0.0
H -3.049 -0.208 3.814 0.0 0.0 0.0
H 2.927 -0.871 -0.656 0.0 0.0 0.0
H 2.738 -1.256 1.047 0.0 0.0 0.0
H 3.793 -2.269 0.026 0.0 0.0 0.0
H 1.882 -2.331 -2.425 0.0 0.0 0.0
H 2.731 -3.746 -1.768 0.0 0.0 0.0
H 0.964 -3.766 -1.941 0.0 0.0 0.0
H 1.369 -3.283 1.727 0.0 0.0 0.0
H 0.687 -4.341 0.482 0.0 0.0 0.0
H 2.439 -4.289 0.735 0.0 0.0 0.0
C 4.076 1.518 -0.451 0.1 0.1 0.0
C 3.312 2.667 0.142 0.1 -0.1 0.0
C 4.002 3.764 0.643 0.0 0.0 -0.1
C 3.344 4.863 1.171 -0.1 0.0 0.0
C 1.955 4.863 1.159 0.0 0.0 0.0
C 1.232 3.793 0.654 -0.1 -0.1 -0.1
C -0.266 3.872 0.572 0.1 0.1 0.1
C 1.898 2.631 0.170 -0.1 0.2 0.0
N 1.183 1.546 -0.255 0.2 0.0 0.2
H 5.073 1.843 -0.759 0.0 0.0 0.0
H 3.551 1.120 -1.319 0.0 0.0 0.0
H 4.195 0.700 0.262 0.0 0.0 0.0
H 5.088 3.756 0.607 0.0 0.0 0.0
H 3.898 5.705 1.568 0.0 0.0 0.0
H 1.413 5.725 1.537 0.0 0.0 0.0
H -0.682 4.417 1.424 0.0 0.0 0.0
H -0.685 2.871 0.533 -0.1 0.1 0.0
H -0.581 4.371 -0.347 0.0 0.0 0.0
I -1.237 1.977 -2.719 0.0 0.0 0.0
```
Forces are in eV/Å.

Entry 2:
Formula: C20H36N4O8S2
Source: OMol25
Level of theory: ωB97M-V/def2-TZVPD

Its HOMO-LUMO gap is 11.67 eV. As for the total charge: 0. The value obtained for the relative energy (zero: lowest compared OMol25 entry of this formula, charge and spin) is 66.5 kJ/mol. The LUMO energy comes out at 0.46 eV.

Geometry as XYZ:
```
70
Properties=species:S:1:pos:R:3:forces:R:3
O 3.024 0.317 1.573 -0.5 -0.3 -0.7
S 3.212 -0.802 0.698 -0.8 -1.5 0.5
O 3.720 -2.009 1.314 -0.7 1.2 -1.1
O 1.831 -1.153 -0.207 1.1 0.8 3.7
C 2.015 -0.885 -1.563 0.0 -1.1 -1.1
C 3.200 0.051 -1.667 -0.2 0.5 1.8
O 4.057 -0.406 -0.544 0.3 0.2 -0.7
H 2.214 -1.891 -1.949 0.1 0.5 -0.9
H 1.065 -0.488 -1.915 0.3 0.1 -0.3
H 2.900 1.087 -1.420 0.2 -0.4 -0.3
H 3.835 -0.004 -2.519 0.1 -0.1 -0.8
O 2.400 -0.054 -6.959 -0.9 0.7 2.4
S 1.858 0.207 -5.636 1.9 -0.7 -0.6
O 2.023 -0.806 -4.616 -0.6 0.9 -0.9
O 2.336 1.576 -5.027 1.4 1.2 0.7
C 1.305 2.357 -4.333 -0.4 -1.2 -0.3
C -0.008 1.609 -4.788 0.9 1.5 1.0
O 0.431 0.756 -5.782 -1.8 -1.6 -2.6
H 1.392 2.295 -3.251 0.3 -0.2 -0.1
H 1.392 3.402 -4.625 0.0 -0.2 -0.4
H -0.710 2.330 -5.214 -0.2 -0.5 0.2
H -0.381 0.963 -4.014 -0.6 0.4 0.7
C -0.621 -4.030 -0.148 0.8 -1.2 -1.3
C -0.408 -3.497 1.227 -1.0 1.8 0.8
C -1.563 -2.455 1.499 0.8 -0.4 1.7
C -1.785 -1.595 0.387 0.2 1.8 -0.9
N -1.836 -0.805 -0.451 -0.3 -0.7 0.1
H -0.230 -3.330 -0.893 0.1 -0.2 0.1
H -1.625 -4.223 -0.467 -1.1 0.2 0.3
H -0.180 -5.017 -0.314 0.6 0.2 0.1
H 0.562 -2.909 1.216 -1.0 -1.1 0.6
H -0.574 -4.198 2.068 0.9 0.0 -0.6
H -1.340 -1.858 2.409 0.1 0.0 -0.7
H -2.509 -2.893 1.794 -0.2 -0.7 -0.3
C 0.162 4.343 1.363 -1.2 -0.4 -0.3
C 0.537 2.919 1.782 -1.1 -0.6 -0.8
C -0.332 1.773 1.128 -0.1 1.1 2.5
C -0.169 1.733 -0.264 -0.1 -0.3 -1.1
N -0.021 1.712 -1.397 0.2 0.1 -0.7
H 0.335 4.396 0.289 0.1 0.3 -0.1
H 0.791 5.063 1.873 0.0 0.2 0.0
H -0.932 4.624 1.486 1.3 -0.5 0.2
H 0.459 2.712 2.831 0.1 0.3 0.7
H 1.546 2.698 1.474 0.5 0.1 0.1
H -1.387 1.849 1.409 0.0 0.3 -0.4
H -0.022 0.858 1.611 0.4 -0.6 -0.3
C -4.363 2.227 -3.207 0.8 -0.6 -0.4
C -4.051 0.756 -2.877 -0.5 0.1 0.5
C -4.835 0.258 -1.639 1.0 -0.1 0.3
C -4.434 1.132 -0.529 -0.3 -0.6 -0.3
N -3.946 1.758 0.293 0.1 0.5 0.6
H -5.379 2.364 -3.530 -0.6 -0.1 0.0
H -3.764 2.564 -4.050 0.2 0.0 -0.1
H -4.170 2.908 -2.393 0.1 0.1 0.4
H -3.007 0.528 -2.652 0.1 0.5 -0.1
H -4.332 0.126 -3.701 -0.1 -0.3 -0.5
H -4.470 -0.745 -1.330 -0.4 0.4 -0.4
H -5.907 0.229 -1.787 -0.2 0.1 0.0
C 1.142 -2.495 4.593 -0.2 -0.5 1.4
C 1.671 -1.169 5.134 0.7 0.9 -1.3
C 2.575 -1.262 6.361 -1.6 -0.2 0.3
C 1.714 -1.662 7.489 0.4 0.6 0.7
N 1.031 -1.745 8.411 0.0 -0.3 -0.3
H 0.297 -2.461 3.907 0.1 0.5 0.0
H 0.802 -3.123 5.452 0.2 0.3 -0.6
H 1.938 -3.005 4.088 0.4 -0.5 -0.3
H 0.858 -0.498 5.359 -0.3 0.4 -0.1
H 2.361 -0.698 4.399 -0.9 -0.1 -0.1
H 3.015 -0.283 6.615 0.0 -0.6 -0.2
H 3.282 -2.027 6.128 1.0 -0.3 0.3
```
Forces are in eV/Å.

Entry 3:
Formula: C20H36O10
Source: OMol25
Level of theory: ωB97M-V/def2-TZVPD

Its HOMO-LUMO gap is 9.60 eV. As for the total charge: 0. The value obtained for the relative energy (zero: lowest compared OMol25 entry of this formula, charge and spin) is 66.1 kJ/mol. The LUMO energy comes out at 0.48 eV.

Geometry as XYZ:
```
66
Properties=species:S:1:pos:R:3:forces:R:3
C 0.951 6.183 -3.178 1.3 0.4 -0.1
C 1.549 4.808 -2.963 -0.6 -0.1 0.0
C 3.029 4.612 -3.370 -1.9 0.7 -1.5
O 3.680 4.423 -2.168 1.8 -0.4 0.2
C 2.855 4.277 -1.119 -0.9 0.7 -1.0
O 3.210 3.990 -0.028 -0.3 -0.1 0.2
O 1.588 4.581 -1.540 0.2 -0.7 0.6
H 1.006 6.504 -4.221 -0.2 -0.3 -0.1
H 1.646 6.857 -2.665 -0.4 0.3 0.2
H -0.064 6.286 -2.811 0.0 -0.1 0.1
H 0.904 4.062 -3.432 0.1 -0.2 0.3
H 3.338 5.494 -3.939 0.5 0.1 0.5
H 3.112 3.789 -4.083 0.3 -0.4 0.5
C 2.287 0.432 -1.188 -0.8 -0.1 -0.9
C 0.876 0.169 -0.679 -0.2 0.7 1.1
C 0.413 1.277 0.276 2.5 -0.4 -0.2
O -0.962 1.335 0.124 -0.8 0.1 -0.2
C -1.309 0.738 -1.031 0.1 -0.8 0.2
O -2.429 0.652 -1.429 0.3 0.3 -0.3
O -0.227 0.140 -1.617 0.2 0.3 -0.2
H 2.700 -0.497 -1.578 0.4 0.1 0.1
H 2.902 0.875 -0.405 0.0 -0.3 0.2
H 2.290 1.165 -1.998 -0.2 0.0 0.0
H 0.850 -0.772 -0.127 0.0 -0.1 -0.2
H 0.924 2.212 0.023 -0.5 0.2 0.0
H 0.793 0.985 1.254 -0.8 0.3 0.3
C 0.861 -5.161 -0.124 0.5 -0.3 0.4
C 0.639 -3.686 -0.294 -0.1 0.0 -0.5
C 0.729 -3.108 -1.688 -0.6 0.7 0.1
O 0.491 -2.943 0.649 -0.1 -0.1 0.3
H 1.563 -5.303 0.701 0.0 0.0 0.0
H 1.293 -5.618 -1.011 -0.1 0.0 -0.1
H -0.043 -5.702 0.160 -0.2 0.2 -0.1
H 0.543 -3.761 -2.537 0.5 -0.4 0.2
H 1.704 -2.615 -1.688 0.1 -0.3 -0.5
H 0.008 -2.296 -1.812 0.0 0.0 0.3
C -5.425 -0.336 -1.495 -0.5 -0.9 -0.4
C -6.226 -1.627 -1.595 -0.8 1.2 0.6
C -6.784 -2.002 -2.934 0.1 -0.5 0.0
O -6.357 -2.331 -0.627 0.0 -0.5 0.3
H -5.847 0.356 -0.770 0.0 -0.2 0.2
H -5.416 0.153 -2.466 0.5 0.1 0.0
H -4.463 -0.714 -1.157 0.3 0.7 -0.1
H -7.573 -2.748 -2.865 0.2 -0.2 0.2
H -5.877 -2.445 -3.366 -0.4 0.0 -0.7
H -7.181 -1.181 -3.525 0.4 0.2 0.0
C 2.823 -1.627 2.553 -0.2 0.2 0.7
C 3.314 -2.834 3.338 -0.1 -0.7 -1.7
C 2.294 -3.606 4.144 0.6 -0.6 -0.1
O 4.426 -3.262 3.120 -0.1 0.2 0.6
H 1.751 -1.486 2.697 0.1 0.2 0.0
H 3.006 -1.755 1.489 0.2 -0.2 0.0
H 3.389 -0.760 2.901 -0.1 0.1 -0.1
H 1.378 -3.754 3.571 -0.2 0.6 0.2
H 2.155 -3.120 5.110 -0.4 -0.1 0.0
H 2.669 -4.621 4.285 0.3 0.2 0.3
C -1.763 -0.222 3.175 -0.2 -0.5 0.2
C -0.937 0.963 3.569 -0.2 0.9 -0.8
C -0.155 1.009 4.831 -0.2 0.3 1.0
O -0.931 1.921 2.820 0.1 -0.1 0.4
H -2.825 -0.090 3.398 0.1 0.4 0.0
H -1.511 -1.146 3.699 0.4 0.0 -0.3
H -1.672 -0.274 2.092 -0.1 -0.4 0.0
H 0.252 2.008 4.975 0.2 0.0 -0.3
H 0.643 0.272 4.910 -0.1 -0.2 -0.1
H -0.858 0.872 5.661 0.1 -0.4 0.0
```
Forces are in eV/Å.